ORCA calculation (ωB97M-V/def2-TZVPD) on the molecule C5H6N2O in a non-equilibrium geometry.

Atoms and positions in Å:
H -2.054 -0.679 -2.652
N -1.326 0.035 -2.563
C -0.645 -0.120 -1.490
C -1.091 -0.996 -0.397
N -1.455 -2.014 0.054
C 0.271 0.930 -0.953
O 1.167 1.501 -1.492
C 0.126 0.683 0.844
C 1.156 -0.253 1.436
H 0.418 1.716 1.056
H -0.842 0.675 1.347
H 1.441 0.088 2.436
H 0.769 -1.268 1.544
H 2.065 -0.296 0.830

E in eV: -10306.761
ΔE to the lowest compared entry with this formula, charge and spin in kJ/mol: 274.2
Total charge: 0
SMILES: [H]/N=C(\C#N)C(=O)CC

ORCA calculation (ωB97M-V/def2-TZVPD) on the molecule C5H7NOS in a non-equilibrium geometry.

Atoms and positions in Å:
C 3.684 -0.225 -0.204
C 2.660 0.384 -0.204
C 1.245 0.840 -0.076
N 0.241 -0.192 -0.298
C -0.975 0.115 -0.149
S -1.691 1.642 -0.081
C -2.035 -0.916 0.239
O -3.302 -0.572 -0.505
H 4.691 -0.520 -0.102
H 1.390 1.356 0.944
H 1.062 1.564 -0.792
H 0.561 -1.119 0.429
H -1.588 -1.703 -0.286
H -2.381 -0.905 1.317
H -3.563 0.252 -0.230

E in eV: -19666.557
ΔE to the lowest compared entry with this formula, charge and spin in kJ/mol: 486.8
Total charge: 0
SMILES: C#CCNC(=S)CO

ORCA calculation (ωB97M-V/def2-TZVPD) on a structure of composition C25H46IrOP2 in a non-equilibrium geometry.

Atoms and positions in Å:
Ir -0.691 -3.778 0.514
C -0.525 -0.888 0.436
C -1.460 -1.492 1.315
C 0.612 -2.554 1.602
C 0.730 -1.527 0.581
C -0.762 -2.496 2.109
C -0.829 0.272 -0.449
H -1.719 0.048 -1.073
H 0.032 0.505 -1.107
H -1.053 1.191 0.135
C 2.008 -1.147 -0.052
H 2.655 -0.607 0.663
H 1.845 -0.505 -0.938
H 2.554 -2.047 -0.370
C 1.729 -3.235 2.307
H 1.674 -3.017 3.377
H 2.703 -2.908 1.935
H 1.645 -4.318 2.156
C -1.242 -3.166 3.339
H -0.548 -2.972 4.163
H -1.307 -4.247 3.179
H -2.246 -2.814 3.576
C -2.847 -1.022 1.562
H -2.834 -0.112 2.179
H -3.440 -1.787 2.078
H -3.353 -0.764 0.624
C -0.196 1.055 -4.267
C -1.101 1.758 -3.617
C -2.612 1.629 -3.717
C -3.164 0.315 -4.313
C -2.608 -0.867 -3.615
C -1.297 -1.317 -3.803
C -0.698 -1.234 -5.208
C -0.118 0.189 -5.454
H -2.994 2.498 -4.268
H -3.044 0.291 -5.400
H -3.046 1.759 -2.711
H -0.652 0.653 -6.312
H 1.046 0.851 -3.316
H -0.796 2.592 -2.948
H 0.948 0.104 -5.731
H 0.071 -2.011 -5.334
H -0.559 -0.970 -3.053
H -1.488 -1.430 -5.953
H -4.245 0.335 -4.135
H -3.210 -1.286 -2.800
P -1.203 -3.220 -2.701
P -0.993 -5.810 0.480
C -2.203 -4.361 -1.574
C -1.508 -5.685 -1.298
H -3.181 -4.513 -2.051
H -2.426 -3.760 -0.638
H -2.134 -6.566 -1.472
H -0.587 -5.775 -1.878
C 0.272 -7.088 0.538
H 1.208 -6.717 0.988
H 0.491 -7.384 -0.501
H -0.086 -7.972 1.091
C -2.506 -6.392 1.310
H -2.270 -7.177 2.045
H -3.171 -6.797 0.531
H -3.026 -5.569 1.826
C 0.584 -3.654 -2.915
H 1.077 -2.875 -3.521
H 0.700 -4.629 -3.430
H 1.076 -3.687 -1.926
C -1.929 -4.013 -4.254
H -2.954 -4.356 -4.041
H -1.332 -4.884 -4.574
H -1.987 -3.296 -5.082
C 2.152 2.143 -2.249
O 1.537 0.870 -2.407
H 3.155 2.118 -2.685
H 2.216 2.369 -1.180
H 1.583 2.940 -2.747

E in eV: -50110.549
ΔE to the lowest compared entry with this formula, charge and spin in kJ/mol: 181.1
2S+1: 6
Total charge: +2

ORCA calculation (ωB97M-V/def2-TZVPD) on a cluster of 10 separate species, C24H74N6O10 in total in a non-equilibrium geometry.

Atoms and positions in Å:
O -20.423 -0.981 -8.123
H -21.151 -1.429 -7.692
H -19.648 -1.480 -7.866
O -22.915 -0.231 -4.933
H -23.703 0.255 -4.691
H -22.443 0.355 -5.524
O -21.518 1.083 -6.668
H -21.112 0.330 -7.099
H -21.270 1.832 -7.209
O -20.403 3.299 -8.539
H -19.694 2.692 -8.751
H -20.152 4.119 -8.965
C -22.170 -2.852 -12.767
C -22.067 -1.327 -12.862
C -22.617 -0.702 -11.552
O -22.619 0.715 -11.728
C -22.715 1.390 -10.444
N -20.720 -0.936 -13.171
H -21.546 -3.286 -13.548
H -23.201 -3.199 -12.831
H -21.923 -3.343 -11.826
H -22.697 -1.041 -13.704
H -22.048 -0.980 -10.664
H -23.604 -1.085 -11.292
H -21.730 1.207 -10.014
H -23.444 0.890 -9.808
H -22.964 2.450 -10.505
H -20.763 0.073 -13.165
H -20.219 -1.179 -12.329
C -19.124 -1.571 0.351
C -18.448 -1.593 -1.058
C -19.394 -1.183 -2.188
O -18.599 -0.842 -3.399
C -19.363 -0.176 -4.336
N -17.328 -0.686 -0.965
H -19.981 -2.242 0.410
H -19.477 -0.617 0.744
H -18.508 -2.077 1.094
H -17.973 -2.561 -1.219
H -19.900 -0.298 -1.802
H -20.119 -1.994 -2.264
H -19.552 0.808 -3.906
H -20.334 -0.606 -4.582
H -18.716 -0.169 -5.214
H -17.557 0.289 -0.833
H -17.047 -0.625 -1.933
C -23.536 -3.422 -8.508
C -23.526 -2.228 -7.577
C -24.852 -2.187 -6.740
O -25.946 -2.212 -7.673
C -27.167 -2.484 -7.103
N -22.389 -2.427 -6.749
H -23.623 -4.382 -7.999
H -22.611 -3.554 -9.069
H -24.326 -3.098 -9.186
H -23.264 -1.300 -8.084
H -24.899 -1.390 -5.997
H -24.871 -3.039 -6.061
H -27.271 -1.936 -6.166
H -27.241 -3.516 -6.759
H -28.006 -2.283 -7.769
H -22.479 -3.373 -6.407
H -22.479 -1.854 -5.922
C -15.880 3.098 -1.512
C -17.390 3.372 -1.735
C -17.903 3.428 -3.247
O -19.259 3.816 -3.302
C -19.637 3.931 -4.630
N -18.020 2.258 -1.062
H -15.747 3.258 -0.442
H -15.279 3.816 -2.071
H -15.547 2.067 -1.629
H -17.510 4.356 -1.282
H -17.910 2.443 -3.713
H -17.227 4.040 -3.843
H -19.628 2.950 -5.105
H -19.040 4.661 -5.176
H -20.669 4.280 -4.585
H -19.018 2.383 -1.153
H -17.812 2.487 -0.100
C -17.749 2.191 -11.366
C -18.631 1.047 -10.814
C -18.125 -0.380 -11.130
O -17.964 -0.577 -12.533
C -17.616 -1.864 -13.044
N -18.750 1.231 -9.381
H -16.785 2.339 -10.879
H -18.223 3.167 -11.260
H -17.558 2.068 -12.432
H -19.616 1.151 -11.270
H -18.871 -1.068 -10.732
H -17.168 -0.511 -10.625
H -17.603 -2.615 -12.254
H -16.689 -1.891 -13.616
H -18.362 -2.255 -13.736
H -17.860 0.908 -9.028
H -19.449 0.583 -9.045
C -24.538 4.049 -7.797
C -24.947 3.408 -6.495
C -26.324 3.955 -5.956
O -26.198 5.322 -5.621
C -27.301 6.007 -5.016
N -25.027 1.945 -6.524
H -24.371 5.123 -7.726
H -25.374 3.948 -8.488
H -23.648 3.566 -8.201
H -24.301 3.796 -5.707
H -26.538 3.497 -4.991
H -27.198 3.710 -6.560
H -28.152 5.746 -5.645
H -27.157 7.087 -4.984
H -27.407 5.603 -4.010
H -24.264 1.706 -7.142
H -25.885 1.679 -6.986

E in eV: -55498.931
ΔE to the lowest compared entry with this formula, charge and spin in kJ/mol: 0.0
2S+1: 2
Total charge: -1

ORCA calculation (ωB97M-V/def2-TZVPD) on a structure of composition C5H6N2O3S in a non-equilibrium geometry.

Atoms and positions in Å:
C 2.500 0.567 -0.521
C 0.636 0.520 1.063
C -0.541 -0.268 -0.772
C -0.021 0.995 -0.258
C 1.279 -0.678 0.547
N 0.361 -1.283 -0.328
N 2.172 -1.528 1.324
O 3.665 0.482 -0.486
O 2.393 -2.585 0.810
O 2.768 -1.094 2.325
S 1.342 1.657 -1.214
H 1.438 1.137 1.511
H -0.087 0.270 1.883
H -1.699 -0.447 -0.554
H -0.589 -0.352 -1.942
H -0.546 1.937 -0.054
H 0.543 -2.092 -0.803

E in eV: -25235.143
ΔE to the lowest compared entry with this formula, charge and spin in kJ/mol: 548.5
Total charge: 0